Below is C51H81CaN7O5P2 as an isolated structure, with properties calculated with the ωB97M-V functional and the def2-TZVPD basis.

Results
Kohn-Sham gap (alpha / beta): 5.721 / 5.677 eV
charge: 0
LUMO level (alpha / beta): -1.1 / -1.1 eV
HOMO energy (alpha / beta): -6.8 / -6.8 eV
spin multiplicity: 1
E_tot: -4112.1076 Eh
energy above the lowest of the compared OMol25 structures with the same formula, charge and spin: 0.7923 eV

Last column: Mulliken charge in e.
Element x y z (Å)
Ca: -0.113 -0.318 -1.199  2.28
C: 0.048 -2.707 5.767  -2.06
C: -0.889 -3.547 4.895  1.89
C: -0.295 -4.962 4.790  -1.72
C: -2.262 -3.610 5.582  -1.74
C: -1.051 -2.962 3.498  -0.15
C: -0.410 -1.836 3.092  -0.88
C: -0.580 -1.319 1.778  0.26
N: -0.064 -0.207 1.252  0.73
C: 0.571 0.833 1.762  -0.59
C: 0.986 1.056 3.111  -0.15
C: 1.407 2.274 3.530  -0.22
C: 1.391 3.352 2.583  -0.46
C: 1.031 3.243 1.276  -0.49
C: 0.735 1.904 0.760  0.97
O: 0.626 1.626 -0.456  0.39
C: 0.853 4.502 0.424  2.54
C: -0.661 4.706 0.252  -1.45
C: 1.425 5.738 1.123  -2.52
C: 1.514 4.404 -0.963  -1.61
C: 1.857 2.539 4.964  1.91
C: 1.273 3.861 5.485  -1.96
C: 3.390 2.626 4.998  -1.49
C: 1.412 1.421 5.913  -2.06
C: -1.452 -2.011 0.829  0.03
O: -1.660 -1.497 -0.309  -0.51
C: -2.072 -3.251 1.266  0.18
C: -1.874 -3.648 2.555  -0.70
C: -2.909 -4.091 0.298  2.48
C: -4.137 -3.290 -0.174  -1.64
C: -3.422 -5.374 0.955  -2.49
C: -2.045 -4.502 -0.907  -1.40
H: 0.070 -3.126 6.775  0.52
H: -0.292 -1.672 5.841  0.41
H: 1.066 -2.718 5.372  0.32
H: -0.104 -5.362 5.788  0.48
H: 0.649 -4.933 4.241  0.28
H: -0.967 -5.648 4.273  0.36
H: -2.178 -4.116 6.546  0.48
H: -2.990 -4.151 4.977  0.27
H: -2.644 -2.601 5.752  0.38
H: 0.275 -1.348 3.763  -0.01
H: 0.954 0.241 3.812  -0.31
H: 1.669 4.330 2.951  0.42
H: -1.154 4.759 1.225  0.31
H: -1.094 3.880 -0.309  -0.18
H: -0.847 5.644 -0.279  0.60
H: 0.858 5.994 2.021  0.44
H: 1.365 6.589 0.443  0.47
H: 2.475 5.596 1.393  0.44
H: 1.030 3.642 -1.564  -0.14
H: 2.576 4.159 -0.869  0.40
H: 1.426 5.366 -1.477  0.56
H: 1.703 4.728 4.982  0.37
H: 1.496 3.967 6.548  0.48
H: 0.189 3.888 5.358  0.39
H: 3.754 3.409 4.330  0.30
H: 3.825 1.677 4.690  0.10
H: 3.733 2.850 6.011  0.49
H: 0.331 1.274 5.873  0.41
H: 1.682 1.685 6.937  0.53
H: 1.904 0.474 5.679  0.36
H: -2.341 -4.568 2.881  0.62
H: -4.778 -3.049 0.678  0.33
H: -4.716 -3.881 -0.889  0.52
H: -3.827 -2.367 -0.652  0.06
H: -4.107 -5.160 1.779  0.39
H: -2.598 -5.988 1.325  0.44
H: -3.964 -5.956 0.208  0.46
H: -1.605 -3.638 -1.394  0.02
H: -2.658 -5.040 -1.635  0.54
H: -1.237 -5.162 -0.586  0.17
C: -3.810 -0.328 -3.969  -0.72
N: -4.166 0.832 -3.149  0.30
C: -4.823 0.432 -1.888  -0.93
P: -3.050 2.037 -2.837  0.19
O: -2.279 1.930 -1.598  -0.81
O: -2.092 2.102 -4.179  0.25
P: -0.742 1.227 -4.294  -1.29
O: -0.585 0.241 -3.219  0.27
N: -1.009 0.527 -5.778  0.93
C: -0.037 -0.468 -6.220  -0.71
C: -1.696 1.209 -6.863  -0.96
N: 0.466 2.354 -4.260  0.81
C: 1.803 1.944 -3.833  -0.66
C: 0.435 3.509 -5.139  -0.99
N: -3.924 3.439 -2.978  0.15
C: -4.778 3.628 -4.141  -1.05
C: -3.250 4.657 -2.539  -0.54
H: -4.734 -0.835 -4.250  0.49
H: -3.172 -1.037 -3.431  0.17
H: -3.300 -0.013 -4.876  0.03
H: -5.719 -0.142 -2.128  0.37
H: -5.114 1.323 -1.332  0.38
H: -4.162 -0.173 -1.260  0.16
H: 0.515 -0.857 -5.366  -0.02
H: 0.665 -0.047 -6.949  0.28
H: -0.555 -1.307 -6.690  0.33
H: -2.336 1.996 -6.473  0.19
H: -2.320 0.491 -7.401  0.36
H: -0.988 1.643 -7.579  0.30
H: 1.734 1.073 -3.187  -0.27
H: 2.263 2.758 -3.269  0.30
H: 2.447 1.705 -4.687  0.31
H: -0.596 3.783 -5.359  0.17
H: 0.963 3.327 -6.083  0.27
H: 0.917 4.349 -4.634  0.32
H: -5.209 2.674 -4.435  0.34
H: -4.224 4.049 -4.990  0.25
H: -5.583 4.320 -3.885  0.36
H: -2.525 4.407 -1.769  -0.07
H: -3.981 5.354 -2.127  0.39
H: -2.731 5.152 -3.370  0.28
C: 1.367 -4.064 0.916  0.92
C: 2.881 -3.852 0.951  -1.86
C: 3.312 -2.488 1.448  1.09
C: 3.903 -2.376 2.700  -0.92
C: 4.424 -1.172 3.154  -1.17
C: 4.380 -0.068 2.320  -0.30
C: 3.755 -0.128 1.082  0.87
C: 3.831 1.054 0.149  0.68
C: 5.055 0.935 -0.767  -1.47
C: 3.169 -1.329 0.661  -1.08
N: 2.405 -1.374 -0.508  2.13
C: 2.793 -2.025 -1.544  -0.73
C: 1.910 -2.371 -2.598  -0.37
C: 2.175 -3.160 -3.731  -1.46
C: 0.943 -3.385 -4.335  -1.03
C: -0.002 -2.714 -3.543  -0.67
N: 0.567 -2.107 -2.495  0.83
H: 1.139 -5.102 0.668  0.61
H: 0.906 -3.419 0.167  -0.60
H: 0.928 -3.836 1.887  -0.54
H: 3.277 -4.020 -0.052  0.30
H: 3.334 -4.602 1.602  0.57
H: 3.985 -3.262 3.321  0.38
H: 4.891 -1.109 4.130  0.44
H: 4.847 0.865 2.611  0.59
H: 3.898 1.973 0.736  0.45
H: 2.933 1.105 -0.465  -1.32
H: 5.971 0.854 -0.179  0.36
H: 5.139 1.803 -1.425  0.44
H: 4.974 0.042 -1.389  0.23
H: 3.822 -2.397 -1.621  0.47
H: 3.143 -3.528 -4.037  0.56
H: 0.749 -3.970 -5.223  0.51
H: -1.071 -2.659 -3.708  0.26